Molecular formula: C34H68O15S
Method: DFT, ωB97M-V/def2-TZVPD

Structure (ORCA input):
```
! RIJCOSX wB97M-V def2-TZVPD def2/J DEFGRID3
* xyz 0 1
C 1.922 4.520 -1.823
O 3.100 4.920 -1.151
C 3.339 4.192 0.039
C 4.343 3.022 -0.127
C 4.794 2.780 -1.572
C 5.834 1.643 -1.654
C 5.379 0.371 -2.389
C 4.798 -0.726 -1.497
C 3.298 -0.555 -1.206
C 2.909 -0.922 0.221
C 1.407 -0.989 0.473
C 0.720 0.397 0.398
C -0.408 0.547 -0.632
C -0.255 -0.155 -1.961
C 0.485 0.546 -3.073
O -0.347 1.634 -3.491
S -1.884 1.156 -3.367
O -2.553 2.115 -2.559
O -2.401 0.825 -4.645
O -1.618 -0.183 -2.580
H 1.044 4.998 -1.380
H 2.003 4.815 -2.868
H 1.794 3.434 -1.792
H 3.727 4.889 0.782
H 2.395 3.818 0.445
H 5.227 3.210 0.479
H 3.845 2.105 0.195
H 3.915 2.477 -2.147
H 5.167 3.699 -2.014
H 6.723 2.018 -2.159
H 6.110 1.352 -0.638
H 6.264 -0.051 -2.870
H 4.679 0.625 -3.189
H 4.905 -1.662 -2.042
H 5.369 -0.787 -0.570
H 3.031 0.496 -1.365
H 2.732 -1.163 -1.918
H 3.301 -0.128 0.869
H 3.406 -1.838 0.543
H 0.926 -1.724 -0.173
H 1.295 -1.366 1.491
H 1.484 1.169 0.285
H 0.254 0.586 1.361
H -0.497 1.609 -0.874
H -1.364 0.279 -0.189
H 0.029 -1.202 -1.939
H 0.514 -0.162 -3.912
H 1.522 0.818 -2.908
C 2.643 -5.536 -3.497
C 4.010 -4.972 -3.188
O 4.013 -4.173 -1.996
C 4.156 -4.694 -0.763
C 4.064 -6.189 -0.574
O 4.291 -3.941 0.165
H 2.307 -6.220 -2.718
H 2.666 -6.079 -4.440
H 1.912 -4.728 -3.569
H 4.766 -5.754 -3.134
H 4.317 -4.284 -3.975
H 3.035 -6.439 -0.317
H 4.705 -6.461 0.262
H 4.362 -6.775 -1.438
C -5.377 1.060 3.749
C -4.615 2.361 3.668
O -3.215 2.170 3.400
C -2.720 2.033 2.161
C -3.663 1.816 0.997
O -1.526 2.035 2.009
H -5.360 0.518 2.802
H -6.410 1.274 4.023
H -4.932 0.412 4.505
H -5.051 3.048 2.941
H -4.642 2.866 4.632
H -3.771 0.744 0.834
H -3.219 2.257 0.107
H -4.649 2.253 1.131
C -1.712 5.281 1.019
C -2.807 5.473 2.048
O -2.491 6.510 2.983
C -2.741 7.812 2.743
C -3.145 8.250 1.352
O -2.586 8.602 3.632
H -1.578 6.173 0.405
H -1.945 4.444 0.361
H -0.765 5.075 1.518
H -3.781 5.654 1.589
H -2.903 4.577 2.656
H -2.249 8.558 0.815
H -3.804 9.108 1.449
H -3.661 7.490 0.772
C -7.895 2.189 9.336
C -7.705 3.349 8.382
O -7.406 2.909 7.052
C -8.352 2.575 6.158
C -9.786 2.419 6.604
O -8.011 2.353 5.027
H -8.749 1.573 9.057
H -8.055 2.557 10.350
H -7.011 1.552 9.331
H -8.559 4.027 8.378
H -6.838 3.937 8.677
H -9.962 1.370 6.839
H -10.429 2.700 5.773
H -10.059 3.027 7.462
C 2.574 -9.701 -7.029
C 3.952 -9.174 -6.686
O 3.952 -8.425 -5.464
C 4.076 -8.996 -4.253
C 3.978 -10.496 -4.115
O 4.203 -8.278 -3.297
H 2.214 -10.406 -6.279
H 2.594 -10.209 -7.993
H 1.860 -8.880 -7.081
H 4.701 -9.966 -6.650
H 4.279 -8.464 -7.443
H 2.946 -10.754 -3.880
H 4.608 -10.800 -3.284
H 4.291 -11.050 -4.996
*
```

Summary:
* SMILES string: COCCCCCCCCCCC[C@@H]1COS(=O)(=O)O1.CCOC(C)=O.CCOC(C)=O.CCOC(C)=O.CCOC(C)=O.CCOC(C)=O
* gap between HOMO and LUMO: 9.762 eV
* HOMO energy: -9.34 eV

***

Molecular formula: C4H5F2NS
Method: DFT, ωB97M-V/def2-TZVPD

Structure (ORCA input):
```
! RIJCOSX wB97M-V def2-TZVPD def2/J DEFGRID3
* xyz 0 1
C 0.790 2.370 1.312
C -0.475 -0.154 -0.031
C 0.380 -1.900 -1.731
C -0.131 -1.367 -0.457
N -0.288 1.850 1.862
F 0.770 3.664 1.693
F -0.610 0.903 -0.882
S -0.830 0.229 1.728
H 0.082 -2.875 -1.929
H 1.395 -1.770 -2.006
H -0.098 -1.269 -2.432
H -0.087 -2.025 0.384
H -0.896 2.346 2.491
*
```

Summary:
* gap between HOMO and LUMO: 9.508 eV
* HOMO energy: -9.02 eV

***

Molecular formula: C3H29NO12S
Method: DFT, ωB97M-V/def2-TZVPD

Structure (ORCA input):
```
! RIJCOSX wB97M-V def2-TZVPD def2/J DEFGRID3
* xyz -2 1
C -0.788 -0.887 -0.236
C -1.789 -0.446 -1.461
S -1.440 1.266 -1.941
N 0.581 -0.874 -0.595
C 1.372 0.408 -0.599
O 2.370 0.233 0.298
H -0.914 -0.197 0.537
H -1.112 -1.933 0.120
H -2.787 -0.528 -0.875
H -1.890 -1.138 -2.353
H 0.674 -1.580 -1.279
H 0.658 1.082 -0.066
H 1.793 0.814 -1.537
H -1.828 -1.745 3.339
H -1.272 -2.095 1.872
O -1.981 -2.284 2.525
H -3.029 1.552 1.963
H -3.166 2.882 1.340
O -3.589 2.297 1.920
H 3.235 1.540 0.588
H 3.193 2.507 -0.418
O 3.676 2.406 0.396
H 1.095 -3.846 -1.762
H -0.130 -3.630 -0.905
O 0.243 -4.241 -1.585
H 1.809 1.895 2.482
H 1.634 0.569 3.096
O 1.198 1.564 3.120
H 2.003 -0.395 1.249
H 1.697 -1.744 2.593
O 1.786 -0.858 2.613
H 0.816 -1.409 -4.131
H 1.384 -0.024 -3.989
O 1.649 -1.023 -3.964
H 0.621 3.849 0.082
H 1.339 2.986 -0.818
O 1.393 3.862 -0.418
H 1.516 1.781 -2.799
H 0.079 1.599 -3.064
O 0.972 1.826 -3.548
H -3.571 -2.030 0.239
H -4.248 -1.360 -1.079
O -4.170 -2.191 -0.594
H -0.757 0.529 3.289
H 0.297 -0.584 2.924
O -0.624 -0.407 3.430
*
```

Summary:
* gap between HOMO and LUMO: 6.670 eV
* HOMO energy: -1.62 eV

***

Molecular formula: C3H9IN3
Method: DFT, ωB97M-V/def2-TZVPD

Structure (ORCA input):
```
! RIJCOSX wB97M-V def2-TZVPD def2/J DEFGRID3
* xyz 1 1
H -2.831 -0.011 0.677
N -1.864 0.082 1.048
N -1.211 -1.021 1.034
C 0.213 -0.754 0.905
C 0.324 0.067 -0.524
C 1.769 0.485 -0.642
N -0.691 1.074 -0.383
I -0.194 -1.409 -2.036
H -1.665 -1.838 0.773
H 0.476 -0.046 1.685
H 0.857 -1.660 0.835
H 1.933 0.843 -1.725
H 1.933 1.389 -0.061
H 2.411 -0.374 -0.392
H -0.151 1.816 -0.049
H -1.309 1.359 -1.144
*
```

Summary:
* SMILES string: [H]/N=[NH+]/C[C@](C)(N)I
* gap between HOMO and LUMO: 8.767 eV
* HOMO energy: -13.76 eV

***

Molecular formula: C31H65FN2O12P3
Method: DFT, ωB97M-V/def2-TZVPD

Structure (ORCA input):
```
! RIJCOSX wB97M-V def2-TZVPD def2/J DEFGRID3
* xyz 1 1
F -3.661 4.804 1.246
C -2.428 4.364 0.799
C -1.706 3.544 1.865
C -2.622 2.452 2.436
C -2.193 1.974 3.838
C -2.517 3.004 4.926
C -3.009 4.275 4.668
C -3.251 5.190 5.689
C -2.990 4.834 7.005
C -2.513 3.562 7.273
C -2.273 2.652 6.257
C -0.630 1.793 3.844
N -0.170 0.612 4.640
C -0.956 -0.654 4.406
C -2.165 -0.395 3.473
N -2.924 0.711 4.080
H -2.515 3.786 -0.125
H -1.838 5.251 0.558
H -1.359 4.245 2.629
H -0.809 3.130 1.396
H -3.652 2.795 2.519
H -2.638 1.630 1.716
H -3.222 4.596 3.658
H -3.610 6.175 5.425
H -3.166 5.578 7.771
H -2.327 3.288 8.305
H -1.892 1.676 6.550
H -0.200 2.674 4.320
H -0.183 1.734 2.853
H -0.092 0.824 5.634
H 0.789 0.419 4.347
H -0.319 -1.454 4.029
H -1.350 -0.976 5.370
H -1.853 -0.163 2.455
H -2.739 -1.320 3.424
H -2.928 0.484 5.070
O 3.365 4.026 3.673
P 3.668 5.184 2.789
O 2.223 5.679 2.230
C 1.315 6.314 3.128
C 1.763 7.703 3.545
O 4.248 4.446 1.453
C 4.578 3.059 1.456
C 3.394 2.202 1.044
O 4.461 6.554 2.393
C 5.588 6.944 3.216
C 6.678 5.891 3.238
H 1.168 5.677 4.008
H 0.363 6.382 2.601
H 2.656 7.656 4.174
H 0.980 8.204 4.114
H 2.011 8.307 2.672
H 4.967 2.758 2.429
H 5.390 2.925 0.740
H 2.479 2.510 1.554
H 3.583 1.150 1.267
H 3.205 2.298 -0.025
H 5.239 7.153 4.230
H 5.971 7.875 2.803
H 6.327 4.965 3.708
H 7.540 6.246 3.801
H 6.993 5.641 2.225
O 0.828 -3.163 -3.603
P 1.992 -2.777 -2.739
O 1.308 -1.383 -2.150
C 0.277 -1.476 -1.184
C 0.782 -1.957 0.170
O 2.979 -2.112 -3.849
C 2.847 -2.423 -5.241
C 1.911 -1.458 -5.941
O 3.166 -2.617 -1.580
C 3.790 -3.825 -1.086
C 4.470 -4.614 -2.186
H -0.517 -2.135 -1.552
H -0.143 -0.474 -1.080
H 1.102 -3.001 0.123
H -0.003 -1.878 0.928
H 1.641 -1.367 0.494
H 2.527 -3.456 -5.375
H 3.844 -2.346 -5.677
H 0.998 -1.293 -5.369
H 1.641 -1.832 -6.929
H 2.387 -0.483 -6.060
H 3.037 -4.441 -0.585
H 4.517 -3.520 -0.336
H 3.744 -4.984 -2.919
H 4.993 -5.476 -1.772
H 5.183 -3.990 -2.724
O -2.210 -6.976 -6.373
P -3.143 -6.171 -5.549
O -3.004 -6.755 -4.035
C -1.799 -6.505 -3.316
C -1.652 -5.045 -2.921
O -4.593 -6.792 -5.966
C -4.725 -7.679 -7.077
C -4.564 -9.128 -6.659
O -3.867 -4.768 -5.100
C -3.628 -3.605 -5.922
C -4.081 -3.806 -7.356
H -0.940 -6.829 -3.911
H -1.836 -7.124 -2.420
H -1.496 -4.414 -3.797
H -0.797 -4.910 -2.259
H -2.553 -4.693 -2.416
H -4.020 -7.414 -7.865
H -5.725 -7.525 -7.486
H -3.707 -9.265 -6.000
H -4.439 -9.770 -7.532
H -5.443 -9.465 -6.106
H -2.564 -3.353 -5.890
H -4.175 -2.780 -5.468
H -3.498 -4.591 -7.850
H -3.956 -2.887 -7.928
H -5.127 -4.109 -7.390
*
```

Summary:
* gap between HOMO and LUMO: 8.244 eV
* HOMO energy: -11.26 eV

***

Molecular formula: C4H12NO3P
Method: DFT, ωB97M-V/def2-TZVPD

Structure (ORCA input):
```
! RIJCOSX wB97M-V def2-TZVPD def2/J DEFGRID3
* xyz 0 1
C -0.285 -2.229 -1.694
N -0.591 -0.813 -1.528
P 0.055 -0.080 -0.038
O 0.157 1.518 -0.306
C 0.250 2.037 -1.639
O -0.751 -0.087 1.371
C -2.100 0.306 1.490
O 1.403 -0.538 0.527
C 2.057 -0.086 1.807
H -1.253 -2.704 -1.515
H 0.476 -2.495 -1.070
H 0.312 -2.408 -2.652
H 1.262 2.046 -1.838
H -0.203 3.068 -1.535
H -0.159 1.316 -2.318
H -2.013 1.461 1.780
H -2.543 -0.409 2.287
H -2.722 0.049 0.650
H 2.353 -1.095 2.335
H 1.311 0.642 2.147
H 2.984 0.501 1.740
*
```

Summary:
* SMILES string: CN=P(OC)(OC)OC
* gap between HOMO and LUMO: 8.661 eV
* HOMO energy: -7.84 eV